1.
Computed, not measured: a cluster of 2 separate species, C9H14O in total at a distorted geometry, with ωB97M-V with the def2-TZVPD basis set.

Summary:
- LUMO (eV) = 0.8328
- E_tot (eV) = -11606.63416
- HOMO energy (eV) = -9.09
- total charge = 0
- SMILES = Cc1ccccc1.CCO

Last column: Löwdin charge in e.
Geometry (Å):
C1 -1.9564 1.2433 -1.3102  -0.0500
C2 1.6978 -0.8274 -2.2346  -0.0970
C3 1.1514 -0.8915 -0.9625  -0.0853
C4 1.1049 -0.0549 -3.2224  -0.0781
C5 0.0455 -0.1251 -0.6201  -0.0501
C6 -0.0229 0.6617 -2.8472  -0.0700
C7 -0.6032 0.6608 -1.5888  -0.2733
H1 2.6196 -1.3532 -2.4498  0.0991
H2 1.6984 -1.3606 -0.1589  0.0912
H3 1.4116 0.0387 -4.2541  0.1023
H4 -0.1795 0.0668 0.4167  0.0680
H5 -0.5514 1.2490 -3.5938  0.1065
H6 -2.1640 1.9674 -2.0990  0.0740
H7 -1.9879 1.8215 -0.3830  0.0781
H8 -2.7258 0.4875 -1.2403  0.0804
C8 -0.0754 0.2428 3.1903  -0.3259
C9 0.6540 -0.9093 2.5705  -0.1155
O1 -1.2817 -0.1449 3.8242  -0.0668
H9 0.4984 0.7791 3.9481  0.1165
H10 -0.2390 1.0237 2.4373  0.0992
H11 1.7371 -0.8409 2.4383  0.0819
H12 -1.8370 -0.6226 3.2043  0.0804
H13 0.1836 -1.3410 1.6936  0.0491
H14 0.8219 -1.7709 3.2418  0.0854

Forces on the atoms, in the same order (eV/Å):
C 0.632 1.235 -0.091
C 0.436 -0.387 -0.682
C 0.173 0.974 0.513
C -0.654 0.257 0.886
C 0.327 0.861 -0.517
C -1.151 0.601 -0.731
C 0.486 -1.596 0.508
H -0.052 -0.158 0.016
H 0.041 -0.359 -0.056
H 0.455 -0.228 0.120
H -0.434 -0.494 0.056
H 0.159 -0.012 -0.169
H -0.451 -0.154 -0.064
H 0.138 -0.157 0.112
H -0.166 -0.212 -0.211
C 0.166 0.597 -0.021
C 1.343 -1.974 0.918
O -0.046 0.130 0.131
H 0.139 -0.426 0.145
H -0.306 -0.095 -0.167
H -0.061 1.247 -0.866
H -0.003 -0.046 -0.152
H -0.002 0.185 -0.126
H -1.170 0.211 0.447

***

2.
Computed, not measured: an isolated molecule of C3H5NO2 at a distorted geometry, with ωB97M-V with the def2-TZVPD basis set.

Summary:
- LUMO (eV) = 0.6413
- E_tot (eV) = -8775.53797
- HOMO energy (eV) = -9.98
- total charge = 0
- SMILES = CO/C=N/C=O

Last column: Löwdin charge in e.
Geometry (Å):
C1 -1.0567 -1.3326 -0.3282  -0.0126
N1 0.2998 0.4436 0.3592  0.0518
C2 0.5305 0.2624 -0.8744  -0.2261
O1 -0.1903 -0.6964 -1.4169  -0.0514
C3 0.8394 1.4214 1.1367  -0.3591
O2 0.4909 1.5593 2.2834  0.0541
H1 -1.5261 -0.7109 0.4565  0.0929
H2 -0.4207 -2.0471 0.2014  0.0944
H3 -1.8112 -1.7684 -0.9538  0.0750
H4 1.2505 0.8057 -1.5111  0.1577
H5 1.5939 2.0629 0.6471  0.1233

Forces on the atoms, in the same order (eV/Å):
C 0.003 -0.393 -0.824
N 0.389 0.291 0.257
C -0.167 0.087 0.664
O -0.647 -0.068 1.037
C 0.277 0.417 0.414
O 0.399 0.310 -0.257
H 0.495 0.132 -1.091
H -0.199 -0.006 -0.319
H -0.250 -0.664 -0.090
H -0.442 -0.363 0.023
H 0.141 0.256 0.186

***

3.
Computed, not measured: a cluster of 2 separate species, C5H8FN in total at a distorted geometry, with ωB97M-V with the def2-TZVPD basis set.

Summary:
- LUMO (eV) = 0.1917
- E_tot (eV) = -9520.10625
- HOMO energy (eV) = -8.81
- total charge = 0

Last column: Löwdin charge in e.
Geometry (Å):
C1 -0.1108 -0.2032 -2.0645  -0.3768
C2 1.0678 1.0372 0.5387  -0.0346
C3 -1.2971 0.0931 0.9572  -0.0350
C4 0.2497 -1.2804 -1.2671  -0.0174
C5 0.1594 -0.1260 0.7351  -0.3796
N1 -0.4191 0.7360 -2.6566  0.1303
F1 0.6750 -1.0830 1.5422  0.0307
H1 2.0994 0.7051 0.4349  0.0920
H2 0.7722 1.5968 -0.3468  0.0768
H3 1.0042 1.7034 1.4046  0.0964
H4 -1.4469 0.5764 1.9306  0.0968
H5 -1.7005 0.7333 0.1744  0.0893
H6 -1.8347 -0.8563 0.9709  0.0892
H7 1.2782 -1.5946 -1.2623  0.0709
H8 -0.4967 -2.0379 -1.0912  0.0710

Forces on the atoms, in the same order (eV/Å):
C -0.203 0.488 -0.773
C 0.019 -0.194 0.045
C 0.037 -0.184 0.044
C -0.036 1.060 3.407
C 0.197 -1.642 -2.346
N -0.082 0.303 -0.151
F -0.064 0.271 0.139
H -0.024 -0.016 -0.012
H -0.051 0.007 -0.035
H -0.044 0.000 0.023
H 0.043 0.054 -0.090
H 0.014 0.011 0.002
H 0.064 0.081 -0.020
H 0.170 -0.095 -0.147
H -0.041 -0.144 -0.084

***

4.
Computed, not measured: a structure of composition C21H27O2SiZn at a distorted geometry, with ωB97M-V with the def2-TZVPD basis set.

Summary:
- LUMO (spin up / spin down) (eV) = 2.5114 / 2.5120
- E_tot (eV) = -82601.93730
- HOMO energy (spin up / spin down) (eV) = -0.24 / -0.22
- total charge = -1

Last column: Löwdin charge in e.
Geometry (Å):
C1 0.1299 -1.4385 1.4907  -0.4191
C2 -1.2040 -1.8284 0.9063  -0.1241
C3 -1.0253 -2.2451 -0.3822  -0.2190
H1 -2.0845 -1.9008 1.5370  0.0656
C4 0.3382 -1.9749 -0.8052  -0.3434
C5 0.9867 -1.2607 0.2364  -0.2577
H2 2.0548 -1.0549 0.3277  0.0775
H3 0.5466 -2.3301 2.0117  0.1168
H4 -1.7650 -2.7186 -1.0303  0.0692
H5 0.8424 -2.4532 -1.6502  0.0530
C6 -1.0000 2.0387 -0.5578  -0.1632
C7 -0.5558 2.0008 0.7841  -0.1568
C8 0.8592 2.0584 0.8024  -0.1782
H6 -1.2041 2.0307 1.6623  0.0849
C9 1.3325 2.1286 -0.5412  -0.2176
C10 0.1615 2.2002 -1.4056  -0.2740
H7 0.1682 2.5288 -2.4415  0.0813
H8 -2.0404 2.0716 -0.8868  0.0839
H9 1.4798 2.1248 1.6940  0.0838
H10 2.3677 2.2742 -0.8572  0.0827
Zn1 0.4689 0.1466 -1.2288  0.7663
O1 -0.0162 0.0319 -3.2661  -0.1835
C11 -1.2447 -0.5873 -3.7520  -0.1017
C12 -0.0479 -0.8890 -4.5852  -0.1156
H11 -1.6199 -1.3895 -3.1120  0.0965
H12 -1.9549 0.1329 -4.1708  0.1137
H13 0.4538 -1.8563 -4.4438  0.1386
H14 1.0995 -1.8523 -6.8172  0.1090
C13 0.7443 -0.8279 -6.9554  -0.0470
C14 0.1695 -0.1656 -5.8416  -0.1860
C15 -0.2777 1.1654 -6.0169  -0.0292
H15 -0.7040 1.7048 -5.1666  0.1121
C16 -0.2043 1.7752 -7.2694  -0.0885
H16 -0.5684 2.7968 -7.3960  0.1002
C17 0.3370 1.0912 -8.3689  -0.1032
H17 0.4027 1.5722 -9.3421  0.0913
C18 0.8167 -0.2187 -8.2003  -0.1025
H18 1.2440 -0.7583 -9.0472  0.0975
C19 1.7419 -0.7868 4.7209  -0.1717
Si1 0.0668 -0.3177 4.0734  0.3734
C20 -1.2528 -1.5035 4.6776  -0.1732
C21 -0.3968 1.4257 4.5448  -0.1675
O2 0.1335 -0.3319 2.3932  -0.2211
H19 1.7401 -0.7367 5.8190  0.0215
H20 2.5085 -0.1007 4.3338  0.0327
H21 2.0274 -1.7999 4.4156  0.0284
H22 -1.2695 -1.4657 5.7781  0.0199
H23 -2.2493 -1.2206 4.3050  0.0312
H24 -1.0625 -2.5406 4.3699  0.0309
H25 0.2825 2.1539 4.0914  0.0270
H26 -1.4179 1.6637 4.2171  0.0312
H27 -0.3446 1.5166 5.6384  0.0238

Forces on the atoms, in the same order (eV/Å):
C 0.561 -0.468 -0.919
C -0.114 0.563 0.438
C 0.998 -0.266 -0.828
H -0.020 -0.121 -0.228
C -1.823 -1.829 -2.548
C 0.584 2.605 1.908
H -0.053 -0.801 0.102
H 0.162 -0.134 0.870
H 0.080 0.115 0.188
H -0.211 -0.148 0.244
C 0.517 0.391 0.124
C 0.587 0.646 -0.282
C -0.402 0.939 -0.579
H 0.292 -0.426 -0.393
C -0.624 0.874 0.569
C 0.132 -0.083 0.502
H -0.038 -0.262 0.192
H 0.388 -0.053 0.062
H -0.144 -0.418 -0.288
H -0.395 -0.031 0.078
Zn -0.409 -0.974 1.667
O -0.756 -1.152 -2.493
C 1.374 -0.111 -0.219
C -0.605 0.572 1.562
H -0.007 0.357 0.012
H 0.073 -0.286 0.272
H -0.209 0.569 0.082
H -0.078 0.285 -0.097
C -0.268 0.088 0.708
C 0.115 0.422 -1.059
C 0.001 -0.389 -0.109
H 0.219 -0.177 -0.274
C 0.216 -0.246 -0.138
H 0.115 -0.293 0.065
C 0.043 -0.269 0.437
H -0.055 -0.066 0.180
C -0.113 0.479 -0.012
H -0.109 0.155 0.242
C 0.328 0.035 0.457
Si -0.265 -0.441 -2.601
C -0.100 -0.057 0.364
C -0.028 0.027 0.208
O -0.142 0.294 1.503
H 0.198 -0.052 -0.112
H -0.202 -0.098 0.119
H -0.143 0.126 0.033
H -0.142 -0.133 -0.151
H 0.311 -0.014 0.084
H 0.038 0.253 0.029
H -0.052 -0.074 0.068
H 0.228 -0.089 0.089
H -0.053 0.164 -0.130

***

Among the records above, which one has the highest E_tot? C3H5NO2

***

Which of these has the highest E_tot? C3H5NO2